The molecule C11H14O2. Source: the OMol25 dataset; level of theory: the ωB97M-V functional and the def2-TZVPD basis.

SMILES string	C=CCOc1ccccc1OCC
Kohn-Sham gap	9.38	eV
2S+1	1
E_HOMO	-8.478	eV
relative energy (zero: lowest compared OMol25 entry of this formula, charge and spin)	113.8	kcal per mole

CARTESIAN COORDINATES (ANGSTROEM)
C 0.7646 4.4741 -1.8793
C 0.3719 3.1552 -1.6790
C 0.2900 2.3075 -0.3407
O 0.8290 1.0657 -0.7623
C 0.9321 0.1526 0.3795
C 2.1860 -0.0400 1.0472
C 2.3838 -1.1481 1.9061
C 1.2933 -1.9802 2.0562
C 0.1425 -1.7726 1.4741
C -0.1836 -0.8037 0.5007
O -1.2566 -0.5466 -0.3814
C -2.3130 -1.5135 -0.3784
C -2.1244 -2.9046 -0.9379
H 1.0007 4.8266 -2.9376
H 1.1267 5.0208 -0.9564
H -0.0356 2.6765 -2.5050
H 0.7485 2.8132 0.6315
H -0.7845 2.0306 -0.0344
H 2.9391 0.6060 0.7622
H 3.2436 -1.2700 2.4490
H 1.3715 -2.6718 2.9599
H -0.7634 -2.2581 2.1095
H -3.0848 -0.9007 -0.7499
H -2.5565 -1.6520 0.6643
H -1.3106 -3.5532 -0.6959
H -3.1113 -3.3129 -0.6076
H -2.0989 -2.8008 -2.0944



A cluster of 2 separate species, C11H14OS3 in total. Source: the OMol25 dataset; level of theory: the ωB97M-V functional and the def2-TZVPD basis.

Kohn-Sham gap	2.88	eV
2S+1	1
E_HOMO	-5.456	eV
relative energy (zero: lowest compared OMol25 entry of this formula, charge and spin)	4.6	kcal per mole

CARTESIAN COORDINATES (ANGSTROEM)
C -2.5570 -4.3457 -3.2001
O -2.2820 -3.0221 -3.5773
C -2.3943 -2.0960 -2.5692
C -2.1444 -0.7466 -2.9008
C -2.2266 0.2433 -1.9652
C -2.5602 -0.0592 -0.6338
S -2.6318 1.1406 0.5090
C -2.8226 -1.3987 -0.2910
C -2.7398 -2.3886 -1.2300
H -2.4493 -4.9820 -4.0788
H -1.8459 -4.6677 -2.4399
H -3.5806 -4.4182 -2.8339
H -1.8790 -0.5200 -3.9171
H -2.0354 1.2701 -2.2325
H -3.0886 -1.6343 0.7283
H -2.9322 -3.4037 -0.9390
C 3.7502 2.9452 3.0661
C 3.7398 3.1967 1.5600
S 2.0896 3.2926 0.8896
C 1.3142 1.9346 1.6652
S 1.6247 1.1910 3.2092
C 3.3675 1.5106 3.4225
H 4.7260 3.2056 3.4962
H 3.0224 3.6220 3.5339
H 4.2504 4.1323 1.3087
H 4.2670 2.3995 1.0278
H 0.4812 1.5267 1.1327
H 3.9121 0.7962 2.7983
H 3.6247 1.2760 4.4613



The molecule C11H14OSe. Source: the OMol25 dataset; level of theory: the ωB97M-V functional and the def2-TZVPD basis.

SMILES string	CC(C)[C@H](C=O)[Se]c1ccccc1
Kohn-Sham gap	8.55	eV
2S+1	1
E_HOMO	-7.850	eV
relative energy (zero: lowest compared OMol25 entry of this formula, charge and spin)	58.8	kcal per mole

CARTESIAN COORDINATES (ANGSTROEM)
C 1.5060 -2.7054 0.1162
C 0.6646 -2.2136 1.2848
C -0.3137 -3.2537 1.9256
C -0.0403 -0.8489 0.7849
C -0.5022 -1.3364 -0.5966
O -0.1673 -0.7936 -1.6046
Se 1.3597 0.5464 0.4639
C 0.3462 1.8847 -0.4258
C -1.0444 1.8822 -0.2832
C -1.7851 2.9680 -0.7929
C -1.1213 3.9406 -1.5932
C 0.2512 3.9568 -1.5372
C 0.9944 2.9823 -0.9651
H 0.9832 -2.8420 -0.7501
H 1.9372 -3.7444 0.4098
H 2.2494 -2.0541 0.0009
H 1.1783 -2.0286 2.2144
H -1.2227 -3.0641 1.3892
H -0.4771 -3.0943 2.9690
H 0.1698 -4.1812 1.7013
H -0.7257 -0.3882 1.5712
H -1.2611 -2.1752 -0.5333
H -1.4070 0.9916 0.2313
H -2.9276 3.0533 -0.7205
H -1.6083 4.7436 -2.1588
H 0.9422 4.6275 -2.0273
H 2.0215 3.1467 -1.0740



A structure of composition C11H15AuClI2N2OPS. Source: the OMol25 dataset; level of theory: the ωB97M-V functional and the def2-TZVPD basis.

charge	+2
Kohn-Sham gap (spin up / spin down)	4.94 / 3.44	eV
2S+1	3
E_HOMO (spin up / spin down)	-14.180 / -14.176	eV
relative energy (zero: lowest compared OMol25 entry of this formula, charge and spin)	0.0	kcal per mole

CARTESIAN COORDINATES (ANGSTROEM)
I 1.8115 -3.6599 -1.7683
I -1.2238 -2.9984 -1.6571
Au 0.0763 -0.4636 -0.5554
P 0.1311 0.3232 -2.8512
C -1.4842 0.5819 -3.6342
C 0.9753 1.9175 -3.0622
H 2.0085 -0.9522 -3.6373
H 0.9479 -0.4025 -4.9995
H 0.4750 -1.7926 -3.9463
C 0.9776 -0.8177 -3.9804
H 1.9608 1.8573 -2.5855
H 1.0855 2.1433 -4.1326
H -1.3375 0.8508 -4.6887
H -2.0177 1.3968 -3.1327
H 0.3846 2.7099 -2.5836
H -2.0755 -0.3364 -3.5748
C -1.8704 -0.3062 -0.3602
O -3.0046 -0.3632 -0.2161
Cl 2.4098 -0.1004 -0.7112
N 1.0111 -2.8903 1.5479
C 0.5506 -1.8355 2.2180
N 0.1361 -0.6824 1.7129
C -0.1661 0.2546 2.6988
C -0.5271 1.6061 2.5345
C -0.7392 2.3909 3.6703
C -0.5951 1.8568 4.9630
C -0.2368 0.5189 5.1412
C -0.0268 -0.2655 4.0091
S 0.4748 -1.9386 3.9581
H 1.2771 -3.7131 2.0660
H 1.1190 -2.8946 0.5225
H -0.6205 1.9985 1.5231
H -1.0172 3.4392 3.5555
H -0.7624 2.5002 5.8290
H -0.1080 0.0675 6.1274